The following is a quantum chemistry calculation of a cluster of 4 separate species, C6H20O4 in total, from the OMol25 dataset.

Calculated values
**SMILES string**: CC(C)O.CC(C)O.O.O
**E_HOMO**: -10.4 eV
**LUMO level**: 0.6553 eV
**HOMO-LUMO gap**: 11.06 eV
**E**: -14736.343 eV

Structure (XYZ):
```
30
Properties=species:S:1:pos:R:3:nbo_charge:R:1
O 4.428 0.154 3.100 -0.9714
H 5.252 0.591 2.861 0.4577
H 3.796 0.393 2.389 0.4972
O 2.374 0.421 1.195 -0.9806
H 1.501 0.408 1.603 0.4731
H 2.257 0.909 0.346 0.5070
C -3.523 -1.052 2.400 -0.6421
C -3.587 -0.280 1.094 0.0961
C -2.573 0.854 1.099 -0.6187
O -3.243 -1.122 -0.008 -0.7286
H -2.544 -1.522 2.537 0.2053
H -4.280 -1.836 2.474 0.2104
H -3.628 -0.388 3.260 0.2201
H -4.610 0.086 0.970 0.1614
H -1.587 0.407 1.241 0.1980
H -2.735 1.597 1.877 0.2100
H -2.597 1.302 0.104 0.2188
H -3.208 -2.036 0.286 0.4701
C 0.396 -0.287 -1.736 -0.6232
C 1.864 -0.027 -1.962 0.0857
C 2.259 -0.038 -3.427 -0.6416
O 2.197 1.275 -1.418 -0.7590
H -0.164 0.473 -2.292 0.2043
H 0.150 -0.192 -0.682 0.2177
H 0.066 -1.229 -2.175 0.2181
H 2.503 -0.746 -1.446 0.1890
H 3.318 0.167 -3.586 0.2200
H 1.722 0.746 -3.982 0.1962
H 1.992 -0.939 -3.984 0.2255
H 2.205 1.911 -2.139 0.4835
```


The following is a quantum chemistry calculation of an isolated molecule of C5H7NOS, from the OMol25 dataset.

Calculated values
**SMILES string**: C=C(C)N(C=O)C=S
**E_HOMO**: -8.4 eV
**LUMO level**: -0.0391 eV
**HOMO-LUMO gap**: 8.41 eV
**E**: -19670.181 eV

Structure (XYZ):
```
15
Properties=species:S:1:pos:R:3:nbo_charge:R:1
C -0.581 2.283 -1.057 -0.6572
C 0.101 0.973 -1.315 0.1746
C 0.678 0.631 -2.464 -0.3907
C -0.975 -0.412 0.354 -0.1047
C 1.486 -0.214 0.295 0.5413
H -1.636 2.146 -0.716 0.2263
H -0.583 2.901 -1.957 0.2298
H -0.076 2.845 -0.257 0.2302
H 1.153 -0.315 -2.590 0.2117
H 0.674 1.302 -3.334 0.2134
H -1.800 -0.091 -0.233 0.1872
H 2.271 0.386 -0.261 0.1241
N 0.197 0.084 -0.185 -0.5101
O 1.752 -0.967 1.190 -0.5106
S -1.228 -1.350 1.640 0.0347
```